1.
47
Properties=species:S:1:pos:R:3:nbo_charge:R:1 method="wB97M-V/def2-TZVPD" total_charge=-1 orbital_gap_ha=0.2736 e_tot_ha=-2943.4511 lumo_energy_ev=2.35
C -0.398 1.299 -0.686 -0.654
C 0.575 2.292 -0.108 -0.083
Cl 2.051 2.473 -1.020 -0.015
C 0.380 3.006 1.006 -0.274
Cl -1.125 2.696 1.864 -0.051
P 1.576 4.308 1.741 0.705
Cl 3.061 5.757 2.601 -0.536
C 0.173 5.712 1.575 0.691
F -0.430 5.626 0.354 -0.371
F 0.658 6.980 1.608 -0.357
F -0.784 5.682 2.534 -0.362
H 0.035 0.724 -1.496 0.223
H -1.265 1.848 -1.047 0.224
H -0.752 0.631 0.092 0.223
H 2.007 4.733 0.442 -0.096
H 2.617 3.316 1.815 -0.130
H 1.145 4.013 3.079 -0.101
C -2.664 0.346 4.068 -0.639
C -1.899 -0.298 2.933 -0.086
O -1.209 -1.485 3.376 -0.489
C -1.953 -2.574 3.502 0.983
O -3.130 -2.676 3.264 -0.657
O -1.167 -3.566 3.944 -0.499
C -1.854 -4.790 4.187 -0.254
H -2.001 0.535 4.913 0.214
H -3.100 1.290 3.742 0.225
H -3.468 -0.304 4.418 0.214
H -1.134 0.384 2.576 0.220
H -2.551 -0.533 2.092 0.189
H -2.430 -5.096 3.316 0.194
H -2.508 -4.692 5.052 0.184
H -1.093 -5.538 4.395 0.189
C 1.417 -4.464 -5.103 -0.638
C 0.458 -3.369 -5.522 -0.069
O 0.423 -2.304 -4.568 -0.497
C 1.446 -1.443 -4.634 0.984
O 2.351 -1.488 -5.431 -0.657
O 1.285 -0.540 -3.676 -0.493
C 2.341 0.429 -3.569 -0.275
H 1.181 -4.810 -4.096 0.212
H 1.357 -5.308 -5.791 0.210
H 2.444 -4.100 -5.094 0.226
H -0.558 -3.758 -5.564 0.185
H 0.704 -2.980 -6.510 0.192
H 2.531 0.902 -4.530 0.188
H 3.247 -0.049 -3.200 0.184
H 2.012 1.181 -2.843 0.224

---

2.
45
Properties=species:S:1:pos:R:3:nbo_charge:R:1 method="wB97M-V/def2-TZVPD" total_charge=0 smiles="C[C@H]1COC(=O)O1.ClCCCl.ClCCCl.ClCCCl.ClCCCl" orbital_gap_ha=0.3866 e_tot_ha=-4377.6667 lumo_energy_ev=0.20
C 2.797 -0.655 0.542 -0.623
C 2.645 -2.020 -0.311 0.085
C 1.221 -2.608 -0.407 -0.098
O 0.975 -2.416 -1.744 -0.502
C 2.018 -1.991 -2.500 0.975
O 1.907 -1.960 -3.748 -0.588
O 3.037 -1.808 -1.682 -0.483
H 2.233 0.199 0.167 0.220
H 3.877 -0.512 0.590 0.227
H 2.416 -1.025 1.493 0.211
H 3.329 -2.777 0.072 0.192
H 0.467 -2.162 0.242 0.203
H 1.318 -3.665 -0.156 0.178
Cl -1.206 -2.645 -6.026 -0.070
C -1.834 -0.944 -6.054 -0.372
C -1.195 0.085 -5.071 -0.381
Cl -1.892 1.694 -5.382 -0.061
H -2.910 -1.070 -5.930 0.221
H -1.574 -0.534 -7.030 0.215
H -0.110 0.133 -5.162 0.236
H -1.538 -0.108 -4.054 0.213
Cl -2.458 2.254 0.812 -0.020
C -0.864 1.611 0.725 -0.426
C -0.623 1.071 -0.748 -0.382
Cl -0.710 2.412 -1.932 -0.058
H -0.797 0.840 1.492 0.225
H -0.170 2.425 0.932 0.228
H -1.424 0.422 -1.104 0.224
H 0.312 0.533 -0.902 0.207
Cl -0.117 6.411 5.495 -0.079
C 1.402 6.329 4.521 -0.376
C 1.604 4.895 4.097 -0.393
Cl 0.200 4.371 3.139 -0.052
H 2.243 6.718 5.094 0.228
H 1.090 6.924 3.663 0.231
H 1.818 4.199 4.909 0.224
H 2.464 4.858 3.428 0.220
Cl -1.926 -1.689 2.000 -0.091
C -2.006 -3.340 2.823 -0.362
C -2.766 -4.276 1.916 -0.401
Cl -4.416 -3.628 1.762 -0.054
H -2.544 -3.312 3.770 0.228
H -1.001 -3.637 3.124 0.224
H -2.824 -5.306 2.268 0.231
H -2.468 -4.297 0.868 0.230

---

3.
37
Properties=species:S:1:pos:R:3:nbo_charge:R:1 method="wB97M-V/def2-TZVPD" total_charge=+1 orbital_gap_ha=0.3014 e_tot_ha=-634.4164 lumo_energy_ev=-4.01
C 1.580 -0.829 -0.230 0.130
C 1.245 -3.145 0.466 0.329
C 1.591 -1.291 -2.757 0.282
C 0.639 0.429 -0.097 -0.234
C -0.188 0.755 1.122 0.016
C 2.860 -2.023 -2.846 -0.705
C 0.198 0.365 2.326 -0.371
C -2.429 3.900 1.272 -0.607
C -2.672 0.741 1.173 -0.591
C -0.063 -0.051 -1.385 -0.231
C -1.390 2.873 1.702 -0.380
C -1.430 1.583 0.866 -0.258
N 1.430 -1.902 0.624 -0.530
N 1.068 -0.900 -1.668 -0.269
N 1.012 -3.865 -0.653 -0.808
H 2.641 -0.548 -0.237 0.219
H 1.069 -1.066 -3.685 0.225
H 1.243 1.312 -0.329 0.229
H 3.572 -1.432 -3.424 0.279
H 3.281 -2.246 -1.870 0.250
H 2.722 -2.948 -3.407 0.271
H -0.360 0.629 3.206 0.209
H 1.082 -0.231 2.474 0.218
H 1.270 -3.732 1.377 0.197
H -3.440 3.538 1.439 0.206
H -2.317 4.145 0.219 0.200
H -2.308 4.814 1.847 0.224
H -3.579 1.295 0.955 0.219
H -2.686 0.457 2.220 0.215
H -2.679 -0.168 0.577 0.197
H -0.299 0.670 -2.167 0.234
H -0.946 -0.653 -1.157 0.238
H -0.394 3.313 1.606 0.204
H -1.539 2.626 2.753 0.205
H -1.458 1.869 -0.191 0.189
H 0.857 -3.435 -1.547 0.382
H 0.817 -4.848 -0.573 0.419